1.
43
Properties=species:S:1:pos:R:3:lowdin_charge:R:1 method="wB97M-V/def2-TZVPD" total_charge=+2 homo_ha=-0.469 e_tot_ev=-110395.6775 relative_energy_ev=6.561
Al 0.23 0.14 0.64 0.238
P 2.18 -1.17 0.99 0.869
C 2.36 -1.72 -0.71 -0.307
C 1.18 -1.71 -1.42 -0.389
N -0.01 -1.04 -0.99 -0.005
C -1.25 -1.37 -1.44 -0.311
C -1.41 -2.43 -2.34 -0.019
C -0.26 -3.10 -2.82 -0.007
C 1.02 -2.66 -2.43 -0.019
C -2.47 -0.58 -0.96 -0.244
P -1.95 0.95 -0.10 0.917
H 1.94 -3.18 -2.75 0.135
H -2.41 -2.74 -2.67 0.128
H -0.35 -3.98 -3.53 0.148
H -3.09 -0.29 -1.81 0.111
H -3.03 -1.16 -0.22 0.113
H 2.30 0.93 -1.23 0.090
H 3.33 -1.32 -1.27 0.138
H -3.17 4.78 2.06 0.041
O 1.49 1.41 -0.95 -0.041
H 2.00 2.22 -1.33 0.184
H 1.48 1.33 0.75 0.084
O -2.49 4.22 1.74 -0.082
H -1.84 4.03 2.47 -0.039
C -2.22 2.28 -1.36 -0.186
H -3.19 2.11 -1.87 0.079
H -2.23 3.26 -0.85 0.055
H -1.40 2.25 -2.11 0.061
C -3.14 1.34 1.22 -0.225
H -3.10 2.44 1.44 0.027
H -4.15 1.01 0.90 0.076
H -2.83 0.78 2.13 0.054
C 2.32 -2.93 1.52 -0.200
H 3.40 -3.17 1.59 0.073
H 1.81 -3.04 2.48 0.044
H 1.85 -3.55 0.74 0.067
C 3.75 -0.34 1.46 -0.212
H 3.57 0.30 2.35 0.051
H 4.48 -1.11 1.73 0.068
H 4.17 0.28 0.66 0.056
Se -0.21 2.94 4.02 1.002
C 0.47 2.09 2.64 -0.626
N 0.85 1.50 1.63 0.005

***

2.
13
Properties=species:S:1:pos:R:3:lowdin_charge:R:1 method="wB97M-V/def2-TZVPD" total_charge=+1 homo_ha=-0.541 e_tot_ev=-8326.8532 relative_energy_ev=3.272
O 0.01 0.74 -2.26 0.026
H 1.00 0.47 -2.37 0.179
H -0.47 1.08 -3.05 0.137
O -0.84 -1.65 0.69 -0.042
H -1.25 -2.44 1.07 0.100
H -1.01 -0.06 0.38 0.220
O 1.30 -0.36 1.35 -0.180
H 1.67 -0.38 2.22 0.033
H 0.07 -1.47 1.03 0.020
O -0.38 0.87 0.29 0.072
H -0.55 1.82 0.62 0.229
H 0.66 0.53 0.90 0.042
H -0.23 0.85 -0.89 0.164

***

3.
19
Properties=species:S:1:pos:R:3:lowdin_charge:R:1 method="wB97M-V/def2-TZVPD" total_charge=-1 spin_multiplicity=2 homo_ha="0.041 / -0.137" e_tot_ev=-8460.6551 relative_energy_ev=2.182
C -0.13 2.29 0.05 -0.101
C 0.15 0.77 -0.03 -0.388
C 0.26 0.20 -1.26 -0.024
C -0.62 -0.64 1.90 -0.109
C 0.35 0.09 1.23 -0.446
C 1.59 0.47 2.03 -0.186
H -0.29 2.69 -0.94 0.053
H 0.80 2.79 0.39 0.059
H -0.80 2.37 0.90 0.062
H 0.25 -0.86 -1.42 0.032
H 0.36 0.93 -2.06 0.022
H -0.28 -1.31 2.68 -0.008
H -1.68 -0.53 1.72 -0.009
H 2.31 1.13 1.52 0.046
H 2.14 -0.43 2.32 0.056
H 1.36 1.04 2.95 0.014
H -2.08 -4.43 -3.93 -0.002
H -1.44 -3.05 -4.15 0.028
O -2.25 -3.51 -3.88 -0.098

***

4.
129
Properties=species:S:1:pos:R:3:lowdin_charge:R:1 method="wB97M-V/def2-TZVPD" homo_ha=-0.271 e_tot_ev=-139085.1773 relative_energy_ev=0.507
Sc 0.43 -0.32 -0.26 1.078
F 2.81 -4.61 -2.65 0.154
C 2.30 -3.39 -2.49 -0.667
F 0.99 -3.49 -2.28 0.141
F 2.51 -2.69 -3.60 0.150
S 3.14 -2.53 -1.09 0.614
O 2.21 -1.42 -0.77 -0.398
O 4.39 -2.02 -1.58 -0.267
N 3.15 -3.65 -0.04 -0.386
S 4.17 -3.72 1.24 0.955
O 0.58 -1.22 1.56 -0.394
O 4.82 -2.42 1.52 -0.490
C 5.56 -4.68 0.42 -0.748
F 5.09 -5.77 -0.20 0.118
F 6.39 -5.09 1.39 0.099
F 6.25 -3.95 -0.45 0.132
C -4.13 3.96 -0.83 -0.088
C -2.61 4.11 -0.97 -0.217
C -2.20 4.09 -2.42 -0.210
C -2.10 5.27 -3.14 -0.060
C -1.83 5.26 -4.50 -0.097
C -1.73 4.04 -5.15 -0.064
C -1.86 2.83 -4.47 -0.174
C -1.87 1.56 -5.29 -0.206
C -3.20 1.36 -6.01 -0.081
C -2.03 2.85 -3.07 -0.189
N -1.95 1.72 -2.24 0.115
C -2.73 0.72 -2.36 -0.097
C -2.72 -0.42 -1.48 -0.327
C -3.89 -1.10 -1.16 -0.051
C -3.64 -1.78 0.05 -0.077
C -2.34 -1.48 0.39 -0.200
N -1.74 -0.69 -0.55 -0.028
H -4.44 4.00 0.21 0.062
H -4.44 3.00 -1.24 0.081
H -4.65 4.75 -1.38 0.081
H -2.12 3.30 -0.43 0.063
H -2.30 5.06 -0.52 0.117
H -2.24 6.22 -2.62 0.114
H -1.73 6.18 -5.05 0.101
H -1.57 4.01 -6.22 0.117
H -1.64 0.70 -4.68 0.076
H -1.07 1.62 -6.04 0.112
H -4.03 1.30 -5.30 0.068
H -3.19 0.45 -6.61 0.074
H -3.42 2.20 -6.68 0.072
H -3.57 0.73 -3.07 0.131
H -4.81 -1.05 -1.71 0.101
H -4.33 -2.40 0.61 0.093
H -1.80 -1.78 1.27 0.049
C 0.26 -6.64 0.70 -0.088
C -0.48 -5.60 0.13 -0.083
C -0.48 -4.35 0.73 -0.095
C 0.25 -4.10 1.89 -0.242
C 0.97 -5.16 2.45 -0.108
C 0.98 -6.41 1.86 -0.087
Si 0.29 -2.38 2.65 0.483
C 1.53 -2.38 4.05 -0.285
C 1.12 -2.75 5.34 -0.117
C 2.02 -2.76 6.40 -0.089
C 3.34 -2.41 6.20 -0.089
C 3.77 -2.05 4.92 -0.077
C 2.87 -2.04 3.87 -0.123
H 0.27 -7.61 0.23 0.100
H -1.04 -5.77 -0.78 0.104
H -1.06 -3.55 0.26 0.079
H 1.55 -4.99 3.35 0.095
H 1.55 -7.21 2.31 0.101
H -1.02 -2.14 3.33 0.038
H 0.09 -3.02 5.51 0.102
H 1.68 -3.05 7.39 0.099
H 4.04 -2.42 7.02 0.099
H 4.81 -1.79 4.75 0.106
H 3.22 -1.78 2.87 0.059
C -4.81 -0.19 5.44 -0.041
C -3.69 0.30 4.56 -0.241
C -2.37 0.22 4.98 -0.006
C -1.33 0.65 4.17 -0.196
C 0.08 0.53 4.69 -0.036
C -1.63 1.16 2.89 -0.093
C -0.50 1.44 2.01 -0.151
O -0.54 1.50 0.79 -0.072
C -2.97 1.28 2.46 -0.158
C -3.35 1.93 1.16 -0.037
C -3.97 0.85 3.31 0.004
H -4.43 -0.56 6.39 0.075
H -5.34 -1.01 4.95 0.087
H -5.53 0.60 5.63 0.085
H -2.14 -0.20 5.95 0.118
H 0.08 0.04 5.66 0.084
H 0.55 1.51 4.81 0.095
H 0.71 -0.07 4.03 0.042
H 0.47 1.55 2.50 0.114
H -2.86 1.45 0.31 0.064
H -3.04 2.98 1.16 0.077
H -4.43 1.89 1.02 0.090
H -5.00 0.94 2.99 0.123
C 3.57 1.41 2.61 0.029
C 3.26 0.90 1.23 -0.525
N 4.24 0.28 0.58 0.223
O 2.13 1.09 0.73 -0.073
H 4.63 1.64 2.73 0.088
H 3.30 0.65 3.34 0.078
H 2.98 2.31 2.81 0.088
H 5.03 -0.08 1.08 0.111
H 4.01 -0.20 -0.28 0.073
C 1.29 4.04 -3.56 0.015
N 1.75 3.58 -2.23 -0.147
C 0.60 3.43 -1.29 -0.001
C 2.60 2.31 -2.30 -0.070
C 1.90 1.22 -3.03 -0.261
C 2.22 1.09 -4.39 -0.061
C 1.59 0.16 -5.19 -0.086
C 0.61 -0.63 -4.61 -0.112
C 0.29 -0.49 -3.27 -0.164
C 0.93 0.41 -2.40 -0.137
H 0.77 4.99 -3.44 0.097
H 0.60 3.30 -3.96 0.091
H 2.15 4.15 -4.22 0.107
H 2.36 4.30 -1.83 0.175
H -0.06 2.64 -1.66 0.062
H 0.08 4.38 -1.25 0.102
H 0.98 3.14 -0.32 0.091
H 2.82 2.06 -1.26 0.104
H 3.52 2.61 -2.81 0.130
H 3.00 1.73 -4.81 0.108
H 1.86 0.05 -6.23 0.104
H 0.09 -1.36 -5.22 0.114
H -0.49 -1.14 -2.88 0.086

***

5.
96
Properties=species:S:1:pos:R:3:lowdin_charge:R:1 method="wB97M-V/def2-TZVPD" total_charge=+1 spin_multiplicity=2 homo_ha="-0.307 / -0.308" e_tot_ev=-96577.0644 relative_energy_ev=2.730
Cr -0.67 0.55 -0.52 0.875
O 2.56 -1.59 0.31 0.092
C 1.70 -0.80 0.65 -0.452
N 1.19 0.19 -0.25 0.015
C 2.07 0.72 -1.17 -0.431
O 3.27 0.74 -1.12 0.138
C 1.33 1.36 -2.31 -0.137
C 1.97 1.77 -3.46 0.042
C 1.21 2.29 -4.50 -0.013
C -0.17 2.37 -4.34 -0.021
C -0.73 1.94 -3.16 -0.075
N 0.00 1.44 -2.16 0.020
C 1.19 -0.72 2.01 -0.263
C 2.12 -0.71 3.05 -0.080
C 1.86 0.01 4.21 -0.120
C 0.78 0.95 4.13 -0.117
C -0.15 0.85 3.16 -0.204
N -0.18 -0.32 2.31 -0.150
H 3.04 1.66 -3.51 0.134
H 1.68 2.62 -5.42 0.121
H -0.80 2.75 -5.13 0.116
H -1.80 1.98 -3.01 0.121
H 3.09 -1.14 2.87 0.129
H 2.57 0.04 5.02 0.090
H 0.75 1.79 4.81 0.113
H -0.87 1.63 2.95 0.092
C -4.89 0.43 -1.33 0.017
C -3.43 0.18 -1.55 -0.337
O -2.63 0.76 -0.78 -0.115
C -3.01 -0.71 -2.59 -0.107
C -3.89 -1.09 -3.63 -0.023
C -3.48 -1.94 -4.62 -0.071
C -2.18 -2.47 -4.59 -0.045
C -1.31 -2.15 -3.58 0.012
C -1.69 -1.25 -2.55 -0.304
O -0.85 -1.00 -1.59 -0.126
H -5.03 0.99 -0.41 0.086
H -5.43 -0.52 -1.27 0.104
H -5.33 1.01 -2.15 0.101
H -4.89 -0.69 -3.66 0.113
H -4.16 -2.22 -5.42 0.109
H -1.85 -3.14 -5.38 0.115
H -0.30 -2.55 -3.53 0.129
N -1.19 4.61 0.32 0.151
C -1.54 3.34 0.04 -0.134
N -0.59 2.48 0.31 0.035
C 0.49 3.24 0.79 -0.182
C 1.76 2.89 1.24 0.007
C 2.60 3.90 1.66 -0.047
C 2.21 5.25 1.64 -0.067
C 0.95 5.61 1.21 -0.010
C 0.11 4.59 0.79 -0.179
H -1.77 5.42 0.18 0.170
H -2.51 3.07 -0.34 0.136
H 2.10 1.86 1.27 0.105
H 3.59 3.64 2.02 0.116
H 2.90 6.01 1.97 0.111
H 0.63 6.65 1.20 0.115
C -1.89 -3.95 4.20 -0.066
C -0.86 -2.82 4.21 -0.575
C 0.51 -3.47 4.01 -0.061
C -0.88 -2.10 5.56 -0.065
P -1.29 -1.58 2.82 1.233
C -1.43 -2.67 1.37 -0.270
C -2.65 -3.10 0.84 -0.093
C -2.70 -4.10 -0.11 -0.063
C -1.53 -4.71 -0.55 -0.058
C -0.31 -4.28 -0.05 -0.037
C -0.26 -3.27 0.90 -0.080
C -2.91 -0.69 3.22 -0.553
C -3.30 0.07 1.94 -0.089
C -2.80 0.30 4.42 -0.068
C -4.04 -1.67 3.59 -0.080
H -1.56 -4.72 4.90 0.100
H -1.96 -4.42 3.21 0.085
H -2.88 -3.65 4.51 0.056
H 0.68 -4.14 4.86 0.099
H 1.32 -2.75 3.99 0.063
H 0.55 -4.08 3.11 0.076
H -0.55 -2.80 6.33 0.098
H -1.88 -1.76 5.84 0.072
H -0.19 -1.25 5.58 0.072
H -3.58 -2.67 1.17 0.078
H -3.66 -4.43 -0.50 0.112
H -1.57 -5.51 -1.28 0.113
H 0.61 -4.72 -0.41 0.122
H 0.71 -2.97 1.27 0.089
H -3.52 -0.61 1.12 0.059
H -2.51 0.74 1.62 0.048
H -4.20 0.66 2.14 0.103
H -2.96 1.32 4.08 0.086
H -1.85 0.27 4.93 0.050
H -3.58 0.07 5.15 0.088
H -4.19 -2.48 2.88 0.066
H -4.96 -1.09 3.64 0.102
H -3.88 -2.10 4.57 0.067

***

6.
20
Properties=species:S:1:pos:R:3:lowdin_charge:R:1 method="wB97M-V/def2-TZVPD" homo_ha="-0.266 / -0.289" e_tot_ev=-12442.0994 relative_energy_ev=7.349
C 1.59 -0.66 0.72 -0.107
C 0.85 0.54 1.31 -0.266
C -0.41 0.59 0.98 -0.008
C -2.21 -0.42 -0.15 -0.099
C -1.18 -1.32 -0.95 -0.327
C 1.67 1.30 2.36 -0.071
C -0.45 -0.44 -1.91 -0.054
N 1.01 -1.61 0.10 -0.023
N -0.25 -1.75 0.09 0.022
O -1.49 0.78 0.22 -0.056
H 2.69 -0.59 0.85 0.113
H -2.99 -0.12 -0.81 0.117
H -2.57 -0.84 0.71 0.092
H -1.80 -2.23 -1.30 0.162
H 2.77 1.29 1.97 0.096
H 1.14 2.28 2.43 0.081
H 1.81 0.74 3.33 0.089
H -0.04 0.31 -1.31 0.047
H -1.12 -0.06 -2.75 0.124
H 0.39 -1.00 -2.24 0.067